Record 1
ORCA calculation (wB97M-V/def2-TZVPD) on one molecule with the formula C8H13N3O6 in a non-equilibrium geometry.

Geometry as XYZ:
```
30
C8H13N3O6 wB97M-V/def2-TZVPD
C -1.12 -0.38 -0.51
C -0.86 1.16 -0.73
C -2.47 -0.65 0.17
C -3.06 -1.86 -0.33
C 1.38 1.44 0.24
C 2.38 2.70 0.32
C 1.99 0.33 -0.58
C 2.62 -0.84 0.21
H -0.33 -0.86 1.40
H -0.30 -1.82 0.02
H -0.90 -0.91 -1.48
H -2.13 -0.78 1.23
H -3.13 0.17 0.23
H -4.81 -3.11 -0.10
H -4.56 -1.71 0.88
H 0.07 2.80 -0.45
H 1.09 0.95 1.07
H 1.33 -0.08 -1.28
H 2.85 0.69 -1.07
H 3.75 -2.38 -0.19
H 3.56 3.50 1.28
N -0.11 -0.94 0.34
N -4.41 -2.04 0.02
N 0.21 1.82 -0.32
O -1.83 1.85 -1.08
O -2.52 -2.76 -0.96
O 2.24 3.72 -0.26
O 2.57 -0.94 1.40
O 3.25 -1.67 -0.69
O 3.27 2.59 1.22
```

Properties
* SMILES: NC(=O)C[C@H](N)C(=O)N[C@@H](CC(=O)O)C(=O)O
* energy relative to the best compared isomer or geometry (same formula, charge and spin): 84.8 kcal per mole
* HOMO-LUMO gap: 9.93 eV
* multiplicity: 1
* LUMO energy: 0.436 eV
* net charge: 0



Record 2
ORCA calculation (wB97M-V/def2-TZVPD) on a 2-piece molecular cluster, C3H6NO2 overall in a non-equilibrium geometry.

Geometry as XYZ:
```
12
C3H6NO2 wB97M-V/def2-TZVPD
C 1.43 1.64 -1.17
C -0.42 -1.72 -0.31
C -0.59 0.33 0.74
N 1.06 1.07 -0.24
O -1.12 1.44 0.99
O -1.07 -0.43 -0.13
H 2.11 1.94 -1.91
H 0.04 -1.75 -1.37
H -1.20 -2.45 -0.20
H 0.33 -1.82 0.43
H 0.24 -0.20 1.41
H -0.80 1.96 1.76
```

Properties
* energy relative to the best compared isomer or geometry (same formula, charge and spin): 46.5 kcal per mole
* HOMO-LUMO gap: 13.20 eV
* multiplicity: 1
* LUMO energy: -3.849 eV
* net charge: +1



Record 3
ORCA calculation (wB97M-V/def2-TZVPD) on an isolated ion of composition C4H6FN2 and charge +1 in a non-equilibrium geometry.

Geometry as XYZ:
```
13
C4H6FN2 wB97M-V/def2-TZVPD
C -0.98 -0.93 1.23
C -1.51 0.27 0.87
C 0.37 0.10 -0.28
C 1.42 0.29 -1.21
N 0.19 -1.01 0.52
N -0.72 0.90 -0.04
F -2.63 1.09 1.33
H -1.36 -1.64 2.06
H 2.29 0.84 -0.60
H 2.06 -0.61 -1.58
H 1.23 0.78 -2.11
H 0.63 -1.88 0.39
H -1.00 1.80 -0.58
```

Properties
* SMILES: Cc1[nH]cc(F)[nH+]1
* energy relative to the best compared isomer or geometry (same formula, charge and spin): 9.4 kcal per mole
* HOMO-LUMO gap: 10.53 eV
* multiplicity: 1
* LUMO energy: -3.913 eV
* net charge: +1



Record 4
ORCA calculation (wB97M-V/def2-TZVPD) on C37H29AuBF9N11P as an isolated structure.

Geometry as XYZ:
```
89
C37H29AuBF9N11P wB97M-V/def2-TZVPD
Au 0.67 -0.10 0.17
C -2.47 -2.60 2.46
C -1.64 -2.49 1.35
N -1.09 -1.26 1.30
N -1.60 -0.57 2.33
C -2.42 -1.36 3.06
B -1.62 1.00 2.24
N -0.15 1.61 2.31
C 0.18 2.65 3.09
C 1.33 3.24 2.61
C 1.68 2.51 1.50
N 0.78 1.52 1.32
N -2.11 1.36 0.82
C -3.23 1.95 0.34
C -3.21 1.91 -1.03
C -2.01 1.27 -1.35
N -1.35 0.96 -0.23
N -2.39 1.54 3.39
C -3.35 2.50 3.57
C -3.60 2.60 4.91
C -2.71 1.68 5.50
N -1.97 1.06 4.61
H -3.04 -3.45 2.78
H -1.45 -3.22 0.58
H -2.93 -0.98 3.93
H -0.44 2.90 3.94
H 1.84 4.11 3.01
H 2.48 2.68 0.81
H -3.99 2.35 0.99
H -3.94 2.31 -1.71
H -1.60 1.04 -2.32
H -3.78 3.07 2.76
H -4.27 3.29 5.39
H -2.58 1.47 6.55
N 1.23 -5.06 -2.56
C 1.18 -4.37 -1.44
C 0.96 -2.95 -1.45
N 0.90 -2.29 -0.30
C 1.02 -2.98 0.84
C 1.25 -4.40 0.82
N 1.35 -5.07 -0.28
H 1.08 -4.65 -3.47
H 1.40 -6.07 -2.51
H 0.81 -2.41 -2.37
H 0.90 -2.44 1.77
H 1.35 -4.94 1.75
F 5.75 5.56 -2.29
C 5.17 4.70 -3.12
F 6.09 4.25 -3.97
F 4.22 5.34 -3.80
C 4.59 3.54 -2.33
C 5.47 2.74 -1.60
C 4.98 1.68 -0.85
C 3.60 1.45 -0.82
C 2.72 2.25 -1.55
C 3.23 3.30 -2.31
P 3.04 0.03 0.12
C 3.68 0.03 1.79
C 3.48 -1.10 2.59
C 3.84 -1.09 3.93
C 4.40 0.06 4.47
C 4.64 1.17 3.68
C 4.28 1.16 2.34
C 4.70 0.12 5.96
F 5.76 0.89 6.20
F 4.92 -1.10 6.45
F 3.64 0.65 6.59
C 3.70 -1.37 -0.80
C 3.35 -1.43 -2.15
C 3.82 -2.46 -2.95
C 4.61 -3.45 -2.38
C 4.99 -3.38 -1.04
C 4.54 -2.33 -0.25
C 5.04 -4.66 -3.19
F 6.34 -4.86 -3.14
F 4.42 -5.75 -2.68
F 4.66 -4.55 -4.46
H 6.53 2.94 -1.63
H 5.67 1.06 -0.29
H 1.65 2.08 -1.53
H 2.56 3.94 -2.87
H 3.05 -2.00 2.17
H 3.70 -1.96 4.55
H 5.12 2.05 4.11
H 4.51 2.02 1.73
H 2.73 -0.66 -2.60
H 3.58 -2.50 -4.00
H 5.63 -4.14 -0.62
H 4.87 -2.27 0.78
```

Properties
* expectation value of S²: 0.7778
* energy relative to the best compared isomer or geometry (same formula, charge and spin): 32.3 kcal per mole
* HOMO-LUMO gap (alpha / beta): 5.05 / 3.05 eV
* multiplicity: 2
* LUMO energy (alpha / beta): -10.810 / -12.815 eV
* net charge: +3



Record 5
ORCA calculation (wB97M-V/def2-TZVPD) on C32H33BrGeN5NaO3 as an isolated structure in a non-equilibrium geometry.

Geometry as XYZ:
```
76
C32H33BrGeN5NaO3 wB97M-V/def2-TZVPD
Na -0.40 -0.10 0.29
C -2.84 3.55 2.06
C -2.04 2.65 1.17
N -1.67 1.47 1.49
N -2.00 1.00 2.72
C -1.67 -0.31 2.83
O -1.19 -1.05 1.96
C -1.90 -0.89 4.21
C -2.49 -0.16 5.24
C -2.68 -0.74 6.49
C -2.27 -2.06 6.72
C -1.69 -2.78 5.69
C -1.51 -2.20 4.44
C -1.63 3.10 -0.19
C -1.99 4.36 -0.67
C -1.60 4.74 -1.95
C -0.87 3.85 -2.72
C -0.56 2.62 -2.16
N -0.92 2.26 -0.94
H -3.03 3.03 2.99
H -3.79 3.82 1.59
H -2.30 4.48 2.27
H -2.80 0.86 5.05
H -3.14 -0.17 7.29
H -2.42 -2.51 7.69
H -1.38 -3.81 5.86
H -1.08 -2.75 3.61
H -2.56 5.04 -0.05
H -1.87 5.71 -2.34
H -0.55 4.10 -3.73
H 0.03 1.89 -2.72
C 1.73 0.52 3.04
O 1.65 0.36 1.64
C 2.83 0.38 0.93
C 4.09 0.52 1.54
C 5.20 0.55 0.70
Br 6.93 0.75 1.50
C 5.12 0.46 -0.67
C 3.83 0.32 -1.29
C 2.69 0.25 -0.44
O 1.43 0.09 -0.93
C 3.68 0.28 -2.68
N 2.51 0.18 -3.36
C 2.82 0.19 -4.69
C 2.00 0.11 -5.82
C 2.60 0.15 -7.08
C 3.98 0.26 -7.24
C 4.82 0.34 -6.11
C 4.23 0.30 -4.87
N 4.74 0.36 -3.59
H 2.27 -0.30 3.50
H 0.71 0.53 3.40
H 2.22 1.47 3.30
H 4.20 0.61 2.61
H 6.02 0.50 -1.26
H 1.49 0.01 -1.91
H 0.93 0.01 -5.70
H 1.97 0.08 -7.96
H 4.41 0.29 -8.23
H 5.89 0.43 -6.23
H 5.71 0.41 -3.35
C -1.62 -4.17 0.70
Ge -2.75 -2.93 -0.35
C -4.25 -2.40 0.85
C -3.68 -4.19 -1.62
C -1.73 -1.57 -1.24
H -2.22 -4.78 1.39
H -0.90 -3.58 1.28
H -1.07 -4.83 0.03
H -4.61 -3.25 1.45
H -5.08 -2.02 0.25
H -3.92 -1.61 1.53
H -4.20 -4.99 -1.07
H -2.95 -4.64 -2.29
H -4.41 -3.64 -2.22
H -2.48 -0.84 -1.62
```

Properties
* energy relative to the best compared isomer or geometry (same formula, charge and spin): 0.8 kcal per mole
* HOMO-LUMO gap (alpha / beta): 4.69 / 3.43 eV
* multiplicity: 1
* LUMO energy (alpha / beta): 3.879 / 3.875 eV
* net charge: -2



Record 6
ORCA calculation (wB97M-V/def2-TZVPD) on a 4-piece molecular cluster, C19H34N5O3 overall in a non-equilibrium geometry.

Geometry as XYZ:
```
61
C19H34N5O3 wB97M-V/def2-TZVPD
C 2.71 -0.40 2.17
C 2.13 0.49 1.56
C 1.36 1.40 0.52
C 0.01 1.88 1.23
C -1.32 1.42 0.45
C -2.53 2.06 1.27
N -2.65 3.47 1.58
C -3.82 3.56 2.33
N -4.50 2.37 2.55
C -3.70 1.39 1.86
C -4.09 -0.14 1.78
C -5.06 -0.45 0.78
H 3.05 -1.41 2.60
H 1.09 0.80 -0.40
H 1.99 2.31 0.28
H -0.12 1.47 2.29
H -0.06 3.02 1.28
H -1.34 1.77 -0.63
H -1.47 0.29 0.50
H -2.01 4.21 1.29
H -4.18 4.55 2.72
H -5.35 2.16 3.06
H -3.64 -0.90 2.48
H -4.73 -0.30 -0.29
H -6.11 -0.78 1.05
C 5.27 -2.79 3.37
O 4.51 -2.24 4.15
N 6.52 -2.37 3.07
C 7.37 -3.08 2.13
C 7.03 -1.17 3.70
H 4.98 -3.71 2.84
H 8.28 -3.40 2.65
H 7.63 -2.42 1.31
H 6.86 -3.96 1.74
H 7.03 -1.31 4.79
H 6.38 -0.33 3.46
H 8.04 -0.96 3.36
C -7.49 -1.86 -1.94
O -7.11 -1.39 -0.87
N -7.58 -1.18 -3.10
C -8.03 -1.80 -4.33
C -7.21 0.22 -3.13
H -7.79 -2.91 -2.03
H -7.24 -1.74 -5.08
H -8.92 -1.28 -4.69
H -8.28 -2.85 -4.16
H -6.16 0.32 -2.82
H -7.83 0.77 -2.42
H -7.33 0.63 -4.13
C 4.36 -0.93 -2.71
O 4.74 -1.69 -3.58
N 4.59 0.41 -2.67
C 4.11 1.24 -1.59
C 5.35 1.02 -3.75
H 3.78 -1.29 -1.84
H 3.45 2.01 -2.00
H 4.96 1.72 -1.10
H 3.57 0.65 -0.86
H 4.83 0.84 -4.70
H 6.34 0.56 -3.80
H 5.45 2.09 -3.59
```

Properties
* HOMO-LUMO gap: 7.53 eV
* multiplicity: 1
* LUMO energy: -3.305 eV
* net charge: +1



Record 7
ORCA calculation (wB97M-V/def2-TZVPD) on C36H49N10O3P3Tl as an isolated structure.

Geometry as XYZ:
```
102
C36H49N10O3P3Tl wB97M-V/def2-TZVPD
Tl -0.25 0.22 -0.19
C 2.72 -1.77 2.38
C 2.11 -1.77 3.64
C 0.76 -1.56 3.72
C -0.01 -1.32 2.57
N 0.62 -1.19 1.37
C 1.94 -1.46 1.30
N -1.37 -1.33 2.75
C -2.24 -1.26 1.80
N -2.08 -0.92 0.50
C -3.30 -1.06 -0.16
N -3.61 -0.87 -1.38
C -2.73 -0.61 -2.43
C -3.31 -0.07 -3.59
C -2.53 0.16 -4.70
C -1.19 -0.21 -4.66
C -0.70 -0.73 -3.49
N -1.42 -0.90 -2.38
C -4.32 -1.49 0.84
C -5.66 -1.79 0.70
C -6.33 -2.20 1.85
C -5.67 -2.31 3.07
C -4.32 -2.02 3.19
C -3.67 -1.60 2.05
H 3.77 -1.98 2.25
H 2.69 -1.97 4.53
H 0.22 -1.62 4.66
H 2.36 -1.43 0.31
H -4.37 0.15 -3.57
H -2.97 0.59 -5.59
H -0.55 -0.09 -5.53
H 0.34 -1.02 -3.41
H -6.15 -1.71 -0.26
H -7.38 -2.44 1.79
H -6.23 -2.64 3.94
H -3.79 -2.12 4.13
C 2.93 -2.67 -2.56
N 3.69 -1.74 -1.72
C 4.68 -2.35 -0.84
P 3.21 -0.18 -1.77
O 1.74 0.02 -1.72
O 3.98 0.42 -0.50
P 3.45 1.60 0.50
O 1.99 1.57 0.72
N 3.94 3.03 -0.12
C 5.31 3.18 -0.59
C 2.99 3.94 -0.77
N 4.34 1.21 1.83
C 5.70 0.70 1.82
C 4.05 2.04 3.00
N 3.82 0.63 -3.06
C 5.23 0.39 -3.38
C 2.97 0.88 -4.23
H 3.60 -3.46 -2.91
H 2.52 -2.17 -3.43
H 2.11 -3.13 -2.01
H 5.47 -2.82 -1.43
H 4.22 -3.11 -0.21
H 5.13 -1.60 -0.20
H 5.99 2.53 -0.04
H 5.64 4.21 -0.43
H 5.39 2.95 -1.65
H 1.98 3.74 -0.41
H 3.02 3.83 -1.86
H 3.25 4.97 -0.51
H 5.91 0.17 0.89
H 5.83 0.00 2.65
H 6.44 1.50 1.94
H 2.99 2.30 3.04
H 4.64 2.97 3.00
H 4.29 1.48 3.90
H 5.82 0.32 -2.47
H 5.61 1.23 -3.96
H 5.36 -0.52 -3.97
H 1.94 0.98 -3.92
H 3.05 0.08 -4.97
H 3.29 1.81 -4.71
C -0.53 1.70 3.99
P -0.96 2.00 2.24
C -2.72 2.48 2.42
C -0.16 3.61 1.94
H -0.80 2.58 4.59
H 0.54 1.52 4.09
H -1.06 0.83 4.36
H -2.83 3.16 3.27
H -3.34 1.60 2.59
H -3.08 2.99 1.53
H -0.50 4.36 2.65
H -0.37 3.95 0.93
H 0.92 3.49 2.04
N -2.51 6.30 -3.95
C -2.15 5.37 -3.39
C -1.69 4.20 -2.68
C -2.56 3.52 -1.83
C -2.11 2.40 -1.14
C -0.80 1.97 -1.30
C 0.05 2.63 -2.17
C -0.39 3.75 -2.86
H -3.58 3.86 -1.72
H -2.80 1.86 -0.50
H 1.06 2.26 -2.32
H 0.27 4.28 -3.54
```

Properties
* HOMO-LUMO gap: 7.47 eV
* multiplicity: 1
* LUMO energy: -2.871 eV
* net charge: +1



Record 8
ORCA calculation (wB97M-V/def2-TZVPD) on Br2H2NOP as an isolated structure in a non-equilibrium geometry.

Geometry as XYZ:
```
7
Br2H2NOP wB97M-V/def2-TZVPD
N 1.13 -0.03 0.33
O -0.42 -0.30 -1.90
P -0.37 -0.18 -0.45
Br -1.22 -1.97 0.71
Br -2.04 2.06 0.50
H 1.04 0.55 1.11
H 1.88 -0.13 -0.30
```

Properties
* energy relative to the best compared isomer or geometry (same formula, charge and spin): 47.6 kcal per mole
* HOMO-LUMO gap: 7.40 eV
* multiplicity: 1
* LUMO energy: -2.802 eV
* net charge: 0



Record 9
ORCA calculation (wB97M-V/def2-TZVPD) on C3H4N2OS as an isolated structure in a non-equilibrium geometry.

Geometry as XYZ:
```
11
C3H4N2OS wB97M-V/def2-TZVPD
C 2.08 0.86 0.07
C -0.17 -0.23 0.03
C -2.23 -0.30 -0.02
H 1.32 1.50 0.77
H 2.20 1.13 -1.02
H 3.24 1.03 0.85
H -3.17 -0.72 0.20
N -1.13 -1.10 0.18
N -1.87 0.92 -0.12
O -0.53 1.01 -0.01
S 1.48 -0.74 -0.10
```

Properties
* energy relative to the best compared isomer or geometry (same formula, charge and spin): 91.3 kcal per mole
* HOMO-LUMO gap: 9.73 eV
* multiplicity: 1
* LUMO energy: 0.585 eV
* net charge: 0



Record 10
ORCA calculation (wB97M-V/def2-TZVPD) on a 6-piece molecular cluster, H12O6 overall in a non-equilibrium geometry.

Geometry as XYZ:
```
18
H12O6 wB97M-V/def2-TZVPD
O 2.85 -0.73 -0.50
H 2.83 0.14 -0.79
H 2.77 -1.25 -1.31
O -0.10 0.92 -2.08
H -0.91 1.15 -1.57
H -0.17 0.01 -2.39
O -0.70 0.87 2.94
H -1.44 0.42 2.56
H 0.06 0.56 2.47
O -1.95 2.01 -0.19
H -1.98 2.70 0.48
H -2.81 1.65 -0.23
O -0.36 -2.71 -0.15
H 0.05 -1.89 0.17
H 0.12 -3.50 -0.17
O 0.31 -0.23 0.48
H 0.21 0.34 -0.26
H 1.24 -0.46 0.54
```

Properties
* SMILES: O.O.O.O.O.O
* energy relative to the best compared isomer or geometry (same formula, charge and spin): 30.6 kcal per mole
* HOMO-LUMO gap: 11.17 eV
* multiplicity: 1
* LUMO energy: 0.377 eV
* net charge: 0



Record 11
ORCA calculation (wB97M-V/def2-TZVPD) on a 3-piece molecular cluster, C4H13NO2 overall in a non-equilibrium geometry.

Geometry as XYZ:
```
20
C4H13NO2 wB97M-V/def2-TZVPD
C 0.70 -1.35 0.63
C 0.46 -0.05 1.36
C 0.70 1.14 0.80
N 0.51 1.45 -0.57
C 0.54 -0.11 2.89
H 1.71 -1.68 0.87
H 0.63 -1.23 -0.45
H 0.00 -2.12 0.96
H 1.06 1.97 1.39
H 1.14 2.18 -0.89
H 0.69 0.65 -1.17
H -0.43 -0.14 3.38
H 1.06 0.76 3.28
H 0.99 -1.09 3.08
H -2.62 1.43 -1.92
H -1.17 1.43 -1.50
O -1.75 1.18 -2.25
H -0.98 -1.96 -3.75
H -1.50 -0.79 -2.88
O -1.74 -1.65 -3.26
```

Properties
* SMILES: CC(C)=CN.O.O
* energy relative to the best compared isomer or geometry (same formula, charge and spin): 19.7 kcal per mole
* HOMO-LUMO gap: 9.05 eV
* multiplicity: 1
* LUMO energy: 0.707 eV
* net charge: 0



no.,E_tot (eV)
1,-25260.8184
2,-8783.9673
3,-9935.1813
4,-93320.3836
5,-178286.2693
6,-33834.6067
7,-91731.0308
8,-152944.3647
9,-19035.0911
10,-12479.7848
11,-9943.3411